No. 1
Computed, not measured: a structure of composition C16H24F12Ni2O12, with the ωB97M-V functional and the def2-TZVPD basis.

Geometry (Å):
Ni: 5.5322 -6.5515 -16.0049
Ni: 3.3448 -7.8731 -15.1850
O: 4.0513 -7.4659 -17.0954
H: 3.6825 -7.6601 -17.9790
O: 3.9463 -5.9399 -14.9720
H: 3.1021 -5.5017 -14.7485
O: 1.8591 -8.0974 -13.9896
H: 1.3556 -8.7235 -13.4337
O: 5.3170 -8.3354 -14.8583
H: 5.7028 -9.2088 -14.6515
C: 8.1669 -7.5102 -12.4313
C: 8.9405 -6.3232 -12.9248
O: 8.0530 -5.2174 -12.7537
C: 7.1128 -4.9046 -13.6131
O: 6.8845 -5.4855 -14.6948
C: 6.2309 -3.7698 -13.0871
F: 6.1492 -2.8579 -14.0042
F: 5.0167 -4.2422 -12.9327
F: 6.7310 -3.1193 -11.9877
H: 7.3278 -7.7751 -13.0746
H: 7.8627 -7.4678 -11.3855
H: 8.9222 -8.2887 -12.3245
H: 9.3438 -6.5057 -13.9209
H: 9.8025 -6.1617 -12.2776
C: 0.8643 -5.2353 -17.7673
C: -0.5773 -5.7433 -18.0053
O: -0.6008 -5.9343 -19.3578
C: -1.7095 -6.5267 -19.9040
O: -2.6022 -6.9640 -19.2039
C: -1.6825 -6.6380 -21.4444
F: -1.1212 -7.7981 -21.7030
F: -2.9852 -6.6008 -21.8682
F: -0.9763 -5.6700 -22.0356
H: 1.5357 -6.0931 -17.8064
H: 0.9809 -4.8440 -16.7566
H: 1.1309 -4.5545 -18.5757
H: -1.3460 -5.0494 -17.6652
H: -0.6772 -6.7451 -17.5875
C: 1.4048 -3.6966 -14.3472
C: -0.0050 -3.0787 -14.1600
O: 0.0635 -1.8008 -13.5277
C: -0.9143 -1.4488 -12.7194
O: -1.9877 -2.0639 -12.5334
C: -0.6112 -0.0533 -12.0260
F: 0.5051 -0.1617 -11.3299
F: -0.3822 0.7671 -13.0609
F: -1.5867 0.3337 -11.1726
H: 1.9944 -3.6161 -13.4340
H: 1.9562 -3.0498 -15.0296
H: 1.4788 -4.7411 -14.6500
H: -0.4708 -3.7546 -13.4428
H: -0.6240 -3.0002 -15.0538
C: 3.4547 -1.3951 -16.2712
C: 4.3518 -2.5853 -16.3507
O: 4.1931 -3.1159 -17.6598
C: 4.8873 -4.1825 -18.0315
O: 5.5668 -4.8572 -17.2829
C: 4.5316 -4.6266 -19.5310
F: 4.2454 -5.8645 -19.5680
F: 3.5347 -3.8863 -20.0178
F: 5.6585 -4.5688 -20.2535
H: 3.5774 -0.9949 -15.2648
H: 2.4224 -1.6629 -16.4966
H: 3.6462 -0.5926 -16.9835
H: 3.9161 -3.2694 -15.6226
H: 5.3800 -2.5070 -15.9976

2S+1 = 5
HOMO level (spin up / spin down) = -8.7 / -8.6 eV
frontier orbital gap (spin up / spin down) = 8.62 / 8.16 eV


No. 2
Computed, not measured: a structure of composition C16H24LiNO15, with the ωB97M-V functional and the def2-TZVPD basis.

Geometry (Å):
Li: -1.9230 0.1955 0.3500
N: -4.4800 0.4095 0.5950
O: -5.5190 0.7895 0.0880
O: -3.6470 1.2545 0.7650
O: -3.9200 -0.7205 0.4160
C: 2.3410 1.3675 4.0930
C: 1.4420 0.0015 3.9700
C: 0.4810 -0.1915 5.1220
O: -0.7230 -0.4195 4.4800
C: -0.5890 -0.3045 3.1830
O: -1.5580 -0.2405 2.4660
O: 0.6310 -0.0235 2.8420
H: 2.8220 1.5235 5.1080
H: 1.8380 2.3465 4.0380
H: 3.1100 1.1195 3.3240
H: 2.0800 -0.8375 3.9620
H: 0.6630 0.5055 5.6670
H: 0.8680 -1.1855 5.5160
C: -1.7640 -1.8055 -5.7910
C: -1.5410 -0.3635 -5.1650
C: -2.7070 0.5875 -5.1660
O: -2.7800 1.0905 -3.8860
C: -2.0270 0.3995 -3.0520
O: -2.0080 0.5345 -1.8980
O: -1.3390 -0.5365 -3.7050
H: -1.8760 -1.7845 -6.8580
H: -2.5770 -2.3145 -5.4600
H: -1.0260 -2.5795 -5.7930
H: -0.5460 -0.0545 -5.5710
H: -3.7120 0.0765 -5.4240
H: -2.8390 1.4095 -5.7310
C: 2.3490 5.1665 0.2330
C: 2.0440 3.8555 0.9860
C: 0.8990 4.1005 1.9580
O: -0.0890 3.0925 1.5770
C: 0.3620 2.3115 0.6220
O: -0.2520 1.3305 0.0630
O: 1.5310 2.8195 0.2390
H: 1.6020 5.6835 -0.2020
H: 2.9850 5.2215 -0.4760
H: 2.9950 5.8625 0.8120
H: 3.0000 3.4405 1.7100
H: 0.4980 5.0895 1.9440
H: 1.0860 3.9995 2.9730
C: 1.7730 -4.7065 -1.6650
C: 0.7550 -4.5915 -0.4520
C: 1.3460 -4.1155 0.8670
O: 0.9760 -2.7785 0.9230
C: 0.0350 -2.5455 -0.0020
O: -0.5690 -1.5165 -0.0510
O: -0.1680 -3.5675 -0.7550
H: 2.2340 -3.5935 -2.0250
H: 1.2630 -4.8745 -2.5190
H: 2.6290 -5.5725 -1.4870
H: 0.2480 -5.4685 -0.3560
H: 2.4490 -4.0985 0.8780
H: 0.8460 -4.7945 1.7210

2S+1 = 1
ΔE to the lowest compared entry with this formula, charge and spin = 2.151 eV
HOMO level = -6.8 eV
frontier orbital gap = 7.00 eV


No. 3
Computed, not measured: a structure of composition C16H24N2O4S, with the ωB97M-V functional and the def2-TZVPD basis.

Geometry (Å):
C: 5.7584 -0.1135 -2.4868
C: 4.2838 -0.7663 -2.2264
H: 3.5526 -0.6477 -2.9368
H: 4.4264 -1.8490 -2.0531
S: 3.7122 -0.0150 -0.9731
O: 3.5881 1.4787 -1.1087
O: 4.7652 -0.0845 0.3169
N: 2.3021 -0.8953 -0.6483
C: 2.3383 -2.0114 0.2689
C: 2.1310 -1.4674 1.7293
H: 3.1533 -1.0581 2.2252
H: 2.1578 -2.5328 2.4011
C: 0.9184 -0.5626 1.7764
C: -0.3691 -1.3207 1.9385
O: -0.5102 -2.4811 1.2112
N: -1.3032 -0.5337 2.4366
H: -1.2723 0.4053 2.6910
C: -2.7251 -0.9565 2.2174
C: -3.6112 -0.1794 1.3966
C: -2.9344 0.2489 0.1627
C: -3.5776 1.0113 -0.8433
C: -4.6131 1.8028 -0.2199
C: -5.2556 1.4543 1.0178
C: -4.5579 0.6815 1.8627
H: -5.1010 0.0809 2.7391
H: -6.2587 1.9653 1.2387
H: -5.2873 2.5458 -1.1557
O: -3.0374 1.1647 -1.8667
C: -3.4814 2.2737 -2.8917
H: -2.9590 2.2342 -3.7784
H: -3.6212 3.0915 -2.4370
H: -4.5848 1.7681 -3.2807
H: -2.1230 -0.3242 -0.2296
H: -2.7300 -1.9986 1.6536
H: -3.2400 -1.0769 3.1412
C: 0.9947 0.5263 1.1785
C: 1.0818 -0.0768 -0.5253
H: 1.3016 1.1078 -0.9932
H: 0.2851 -0.5377 -0.6756
H: 0.2668 1.2207 1.2071
H: 1.8480 1.3950 1.2155
H: 1.1998 -0.0186 3.1684
H: 3.3416 -2.4114 0.1233
H: 1.5139 -2.4688 -0.0836
H: 6.5451 -0.4577 -1.6874
H: 6.0767 -0.5957 -3.4635
H: 5.6109 0.9843 -2.7528

2S+1 = 1
ΔE to the lowest compared entry with this formula, charge and spin = 17.163 eV
HOMO level = -7.9 eV
frontier orbital gap = 8.28 eV


No. 4
Computed, not measured: the ion C16H24N3 with charge +1, with the ωB97M-V functional and the def2-TZVPD basis.

Geometry (Å):
C: 2.8825 -1.1755 -1.5243
N: 1.9365 -0.3416 -1.5965
N: 0.5895 -0.7164 -2.0590
C: 0.6037 -1.9699 -2.9102
C: 0.0490 0.3745 -2.9655
C: -0.1685 -0.8272 -0.5816
C: -0.2145 0.4244 0.2147
C: -1.1522 1.4234 0.0495
N: -1.3380 2.4803 0.8647
C: -0.7041 2.6045 2.1932
C: -1.2762 3.8825 2.8075
C: -2.2156 4.5261 1.7654
C: -2.2693 3.5522 0.5703
C: 0.3981 -2.0377 0.1863
C: -0.1928 -3.3051 0.0011
C: 0.3723 -4.4482 0.5702
C: 1.4869 -4.3287 1.4248
C: 1.9581 -3.0428 1.7403
C: 1.3801 -1.9127 1.1576
H: 3.8497 -0.7315 -1.2604
H: 2.8779 -2.2675 -1.7163
H: -0.3903 -2.0715 -3.3930
H: 1.3606 -1.8920 -3.7063
H: 0.7906 -2.8749 -2.3064
H: -0.7556 -0.0471 -3.6008
H: -0.3535 1.1761 -2.3423
H: 0.8495 0.7674 -3.6044
H: -1.1233 -1.0618 -1.0859
H: 0.3554 0.4482 1.1448
H: -1.8469 1.4018 -0.8031
H: 0.3893 2.6478 2.1076
H: -0.9452 1.7233 2.8029
H: -0.4691 4.5738 3.0751
H: -1.8239 3.6345 3.7212
H: -3.2191 4.6717 2.1839
H: -1.8383 5.4999 1.4454
H: -3.2927 3.1650 0.4391
H: -2.0221 4.0706 -0.3792
H: -1.0565 -3.4213 -0.6573
H: -0.0205 -5.4479 0.3364
H: 1.9948 -5.2347 1.8146
H: 2.7933 -2.9447 2.4397
H: 1.7703 -0.9474 1.4364

2S+1 = 1
total charge = +1
ΔE to the lowest compared entry with this formula, charge and spin = 3.980 eV
SMILES = C=N[N+](C)(C)[C@H](/C=C/N1CCCC1)c1ccccc1
HOMO level = -10.9 eV
frontier orbital gap = 8.51 eV


No. 5
Computed, not measured: a structure of composition C16H24N5O2Ru, with the ωB97M-V functional and the def2-TZVPD basis.

Geometry (Å):
Ru: -0.3182 -0.2780 -0.2218
C: 1.0766 -1.7070 -3.9787
C: 0.8235 -1.3236 -2.5620
N: -0.2581 -0.7550 -2.1644
C: -1.3076 -0.2558 -3.0388
C: -2.6207 -0.2136 -2.2481
N: -2.4181 0.1049 -0.7997
C: -2.9568 1.3891 -0.3408
C: -1.9119 2.4516 -0.5548
N: -0.6610 2.0536 0.1152
C: -0.6039 2.3376 1.5811
C: -0.3692 1.0728 2.4124
N: 0.4691 0.2216 1.6046
C: 1.6783 -0.1167 1.8499
C: 2.4218 0.2468 3.0930
C: 2.2952 -0.8844 0.7372
C: 3.4221 -1.6931 0.7670
C: 3.7272 -2.4449 -0.3547
C: 2.9186 -2.3799 -1.4867
C: 1.8358 -1.5258 -1.4811
N: 1.5865 -0.7787 -0.3902
H: 0.9734 -0.8362 -4.6288
H: 0.3526 -2.4557 -4.3070
H: 2.0750 -2.1129 -4.1123
H: -1.4356 -0.8773 -3.9251
H: -1.0210 0.7424 -3.3793
H: -3.1119 -1.1822 -2.3184
H: -3.2760 0.5258 -2.7079
H: -2.8539 -0.6299 -0.2486
H: -3.1978 1.2972 0.7194
H: -3.8750 1.6510 -0.8696
H: -2.2792 3.4083 -0.1769
H: -1.7075 2.5704 -1.6199
H: 0.1223 2.4989 -0.3466
H: -1.5365 2.7948 1.9091
H: 0.2001 3.0464 1.7747
H: -1.3088 0.5483 2.5803
H: 0.0630 1.3221 3.3806
H: 1.8970 -0.1050 3.9813
H: 2.5114 1.3324 3.1684
H: 3.4268 -0.1650 3.0921
H: 4.0220 -1.7791 1.6621
H: 4.5793 -3.1110 -0.3406
H: 3.1157 -3.0115 -2.3417
O: -1.6973 -1.5405 1.2807
C: -1.1770 -2.5960 0.8683
O: -0.3773 -2.5996 -0.1044
H: -1.4226 -3.5393 1.3686

2S+1 = 2
total charge = +2
ΔE to the lowest compared entry with this formula, charge and spin = 0.000 eV
HOMO level (spin up / spin down) = -15.0 / -15.6 eV
frontier orbital gap (spin up / spin down) = 7.76 / 7.82 eV


F_max in eV/Å, matching the order above: 4.909, 12.405, 17.101, 2.382, 1.634
E in hartree, matching the order above: -5741.9357, -1814.7167, -1432.1383, -788.0104, -1142.7456